The following is a quantum chemistry calculation of an isolated molecule of C5H8N2O, from OMol25.

Structure (ORCA input):
```
! wB97M-V def2-TZVPD RIJCOSX def2/J DEFGRID3
* xyz 0 1
C 0.42 0.83 0.54
C 1.14 1.67 -0.52
C -0.39 -0.90 -1.04
N -0.95 -2.05 -0.89
C -0.84 0.12 -0.02
O -1.67 -0.36 1.03
C 1.29 -0.20 1.04
N 1.92 -1.07 1.44
H -1.12 -0.92 1.60
H 0.11 1.47 1.38
H -0.73 -2.81 -1.52
H -1.67 -2.25 -0.18
H -1.44 0.85 -0.56
H 2.11 1.98 -0.14
H 1.28 1.08 -1.42
H 0.54 2.56 -0.76
*
```

The energy relative to the best compared isomer or geometry (same formula, charge and spin) comes out at 55.6 kcal per mole. The total energy is -379.99956 a.u. The highest occupied orbital energy is -8.57 eV.

Table of natural (NBO) atomic charges, one value per atom, all in e: atom 1 (C): -0.347, atom 2 (C): -0.597, atom 3 (C): 0.072, atom 4 (N): -0.724, atom 5 (C): -0.018, atom 6 (O): -0.724, atom 7 (C): 0.280, atom 8 (N): -0.327, atom 9 (H): 0.469, atom 10 (H): 0.253, atom 11 (H): 0.395, atom 12 (H): 0.371, atom 13 (H): 0.215, atom 14 (H): 0.221, atom 15 (H): 0.247, atom 16 (H): 0.214



The following is a quantum chemistry calculation of a structure of composition C7H13BrN in a non-equilibrium geometry, from OMol25.

Structure (ORCA input):
```
! wB97M-V def2-TZVPD RIJCOSX def2/J DEFGRID3
* xyz 1 1
C -0.17 -1.13 -2.25
C -0.38 0.16 -1.95
C 0.52 -1.96 -1.24
C 0.87 -1.07 -0.02
C 0.74 1.30 1.95
C -1.56 0.49 1.00
C -0.17 1.15 0.70
N 0.53 0.34 -0.34
Br -1.12 1.60 -2.76
H -0.41 -1.69 -3.15
H -0.22 -2.70 -0.76
H 1.47 -2.34 -1.56
H 0.26 -1.54 0.86
H 2.02 -1.10 0.28
H 0.88 0.27 2.36
H 1.59 1.89 1.48
H 0.08 1.91 2.62
H -1.96 0.17 0.03
H -2.36 1.30 1.35
H -1.74 -0.19 1.87
H -0.18 2.13 0.28
H 1.30 1.00 -0.75
*
```

The energy relative to the best compared isomer or geometry (same formula, charge and spin) comes out at 71.2 kcal per mole. The total energy is -2902.93769 a.u. The highest occupied orbital energy is -13.78 eV.

Table of natural (NBO) atomic charges, one value per atom, all in e: atom 1 (C): -0.221, atom 2 (C): 0.005, atom 3 (C): -0.452, atom 4 (C): -0.248, atom 5 (C): -0.615, atom 6 (C): -0.685, atom 7 (C): -0.040, atom 8 (N): -0.424, atom 9 (Br): 0.283, atom 10 (H): 0.279, atom 11 (H): 0.254, atom 12 (H): 0.254, atom 13 (H): 0.255, atom 14 (H): 0.252, atom 15 (H): 0.227, atom 16 (H): 0.221, atom 17 (H): 0.250, atom 18 (H): 0.227, atom 19 (H): 0.260, atom 20 (H): 0.254, atom 21 (H): 0.216, atom 22 (H): 0.448



The following is a quantum chemistry calculation of a cluster of 4 separate species, H8O4 in total in a non-equilibrium geometry, from OMol25.

Structure (ORCA input):
```
! wB97M-V def2-TZVPD RIJCOSX def2/J DEFGRID3
* xyz -1 2
O 1.80 1.64 -2.32
H 1.16 1.50 -1.60
H 1.54 2.51 -2.60
H -2.57 -0.68 -2.05
O -2.05 0.14 -2.02
H -1.41 0.07 -2.75
O -0.12 1.63 -0.20
H -0.89 1.41 -0.74
H -0.29 2.11 0.61
O 1.23 -3.41 4.32
H 1.25 -3.27 5.22
H 0.35 -3.65 4.13
*
```

The energy relative to the best compared isomer or geometry (same formula, charge and spin) comes out at 18.7 kcal per mole. The total energy is -305.70477 a.u. The highest occupied orbital energy (alpha / beta) is 1.04 / -6.92 eV. Its expectation value of S² is 0.75.

Table of natural (NBO) atomic charges, one value per atom, all in e: atom 1 (O): -0.991, atom 2 (H): 0.496, atom 3 (H): 0.443, atom 4 (H): 0.298, atom 5 (O): -1.449, atom 6 (H): 0.383, atom 7 (O): -1.099, atom 8 (H): 0.506, atom 9 (H): 0.446, atom 10 (O): -0.947, atom 11 (H): 0.455, atom 12 (H): 0.457



The following is a quantum chemistry calculation of the ion C7H10N with charge +1 in a non-equilibrium geometry, from OMol25.

Structure (ORCA input):
```
! wB97M-V def2-TZVPD RIJCOSX def2/J DEFGRID3
* xyz 1 1
C 1.54 -2.08 -0.24
C 1.01 -0.85 0.00
C 0.93 0.51 0.52
N 1.88 1.58 -0.02
C -0.15 -0.02 -0.35
C -1.15 0.63 -1.32
C -1.65 0.17 -0.20
C -2.80 -0.25 0.61
H 0.74 -2.75 -0.61
H 2.44 -2.47 0.10
H 0.92 0.55 1.56
H 2.81 1.25 0.35
H 1.82 2.48 0.48
H 1.81 1.52 -1.03
H -0.87 0.91 -2.29
H -3.18 -1.18 0.00
H -3.58 0.50 0.75
H -2.54 -0.49 1.70
*
```

Its SMILES is C=C1[C@@H]([NH3+])[C@@]12C=C2C. The energy relative to the best compared isomer or geometry (same formula, charge and spin) comes out at 108.6 kcal per mole. The total energy is -327.02790 a.u. The highest occupied orbital energy is -12.94 eV.

Table of natural (NBO) atomic charges, one value per atom, all in e: atom 1 (C): -0.325, atom 2 (C): -0.043, atom 3 (C): -0.133, atom 4 (N): -0.687, atom 5 (C): -0.169, atom 6 (C): -0.170, atom 7 (C): 0.142, atom 8 (C): -0.687, atom 9 (H): 0.229, atom 10 (H): 0.220, atom 11 (H): 0.224, atom 12 (H): 0.443, atom 13 (H): 0.452, atom 14 (H): 0.456, atom 15 (H): 0.259, atom 16 (H): 0.272, atom 17 (H): 0.265, atom 18 (H): 0.250



The following is a quantum chemistry calculation of a cluster of 2 separate species, C11H7Cl3N2 in total in a non-equilibrium geometry, from OMol25.

Structure (ORCA input):
```
! wB97M-V def2-TZVPD RIJCOSX def2/J DEFGRID3
* xyz 0 1
C 5.48 -0.55 -0.01
C 4.43 -0.10 -0.39
C 3.06 0.34 -0.44
C 2.72 1.71 -0.30
C 1.40 2.07 -0.31
C 0.35 1.12 -0.46
N -0.94 1.57 -0.42
C -1.84 0.64 -0.54
C -1.48 -0.80 -0.75
N -0.24 -1.22 -0.78
C 0.69 -0.22 -0.61
C 2.06 -0.59 -0.60
H 6.40 -0.93 0.38
H 3.48 2.46 -0.16
H 1.11 3.11 -0.18
H -2.86 0.95 -0.51
H -2.23 -1.55 -0.88
H 2.35 -1.63 -0.71
Cl -3.98 -0.78 0.08
C -4.71 -1.30 1.61
Cl -5.66 0.00 2.33
Cl -5.70 -2.75 1.37
H -3.90 -1.55 2.29
*
```

Its SMILES is C#Cc1ccc2nccnc2c1.ClC(Cl)Cl. The energy relative to the best compared isomer or geometry (same formula, charge and spin) comes out at 56.0 kcal per mole. The total energy is -1913.34884 a.u. The highest occupied orbital energy is -8.92 eV.

Table of natural (NBO) atomic charges, one value per atom, all in e: atom 1 (C): -0.190, atom 2 (C): -0.031, atom 3 (C): -0.113, atom 4 (C): -0.179, atom 5 (C): -0.176, atom 6 (C): 0.069, atom 7 (N): -0.358, atom 8 (C): 0.011, atom 9 (C): 0.005, atom 10 (N): -0.379, atom 11 (C): 0.164, atom 12 (C): -0.179, atom 13 (H): 0.237, atom 14 (H): 0.227, atom 15 (H): 0.227, atom 16 (H): 0.204, atom 17 (H): 0.205, atom 18 (H): 0.233, atom 19 (Cl): 0.025, atom 20 (C): -0.278, atom 21 (Cl): 0.024, atom 22 (Cl): 0.022, atom 23 (H): 0.231



The following is a quantum chemistry calculation of an isolated molecule of C16H17NO3 in a non-equilibrium geometry, from OMol25.

Structure (ORCA input):
```
! wB97M-V def2-TZVPD RIJCOSX def2/J DEFGRID3
* xyz 0 1
C 1.23 5.46 -2.25
C 1.90 4.95 -1.06
O 1.88 3.74 -1.03
C 1.07 3.07 -0.43
O 0.13 3.64 0.10
C 1.24 1.54 -0.60
C 2.28 1.03 -0.93
C 2.67 -0.38 -1.07
C 1.78 -1.29 -0.53
C 0.38 -0.67 0.07
N -0.68 -1.44 0.70
C -1.15 -1.33 1.76
C -0.41 -0.36 2.86
C -1.94 -2.37 2.03
C -2.16 -3.21 0.66
C -3.14 -4.09 0.57
O -3.74 -4.78 1.12
C -1.17 -2.45 -0.03
C -0.89 -2.85 -1.44
C 0.25 0.76 -0.10
H 1.64 5.17 -3.20
H 0.31 5.00 -2.35
H 1.07 6.59 -2.52
H 2.98 5.27 -1.17
H 1.42 5.41 -0.18
H 3.33 1.51 -1.35
H 3.46 -0.85 -1.36
H 1.84 -2.24 -0.27
H 0.57 -0.34 2.73
H -0.71 -0.71 3.91
H -1.11 0.54 2.37
H -2.68 -2.65 2.84
H -2.83 -4.50 -0.48
H -1.76 -3.19 -2.15
H -0.26 -3.60 -1.68
H -0.44 -2.02 -2.04
H -0.73 1.26 0.39
*
```

Its SMILES is CCOC(=O)c1cccc(-n2c(C)cc(C=O)c2C)c1. The energy relative to the best compared isomer or geometry (same formula, charge and spin) comes out at 324.4 kcal per mole. The total energy is -899.87668 a.u. The highest occupied orbital energy is -8.16 eV.

Table of natural (NBO) atomic charges, one value per atom, all in e: atom 1 (C): -0.634, atom 2 (C): -0.069, atom 3 (O): -0.450, atom 4 (C): 0.790, atom 5 (O): -0.613, atom 6 (C): -0.161, atom 7 (C): -0.135, atom 8 (C): -0.219, atom 9 (C): -0.133, atom 10 (C): 0.157, atom 11 (N): -0.387, atom 12 (C): 0.169, atom 13 (C): -0.611, atom 14 (C): -0.288, atom 15 (C): -0.206, atom 16 (C): 0.461, atom 17 (O): -0.468, atom 18 (C): 0.213, atom 19 (C): -0.667, atom 20 (C): -0.199, atom 21 (H): 0.208, atom 22 (H): 0.210, atom 23 (H): 0.224, atom 24 (H): 0.171, atom 25 (H): 0.201, atom 26 (H): 0.223, atom 27 (H): 0.211, atom 28 (H): 0.202, atom 29 (H): 0.198, atom 30 (H): 0.236, atom 31 (H): 0.230, atom 32 (H): 0.228, atom 33 (H): -0.034, atom 34 (H): 0.245, atom 35 (H): 0.223, atom 36 (H): 0.222, atom 37 (H): 0.254